[1]
This record from OMol25 describes a single C4N2 molecule at a distorted geometry. The level of theory is ωB97M-V with the def2-TZVPD basis set.

Geometry as XYZ:
```
6
C4N2 (ωB97M-V with the def2-TZVPD basis set)
N 3.07824 -0.41294 -0.01280
C 1.93463 0.15106 0.01863
C 0.59867 0.38334 0.00381
C -0.52922 0.26442 -0.02968
C -1.96916 -0.18057 0.03890
N -3.11316 -0.20531 -0.01886
```

Computed properties:
Gap between HOMO and LUMO ... 10.48 eV
SMILES string ... N#CC#CC#N
E_LUMO ... -1.08 eV
Relative energy (zero: lowest compared OMol25 entry of this formula, charge and spin) ... 1.632 eV
Molecular weight ... 76.058 g mol⁻¹

Here are the Löwdin charges for atoms 1 to 5, given in e: atom 1 (N): 0.168, atom 2 (C): -0.144, atom 3 (C): -0.082, atom 4 (C): 0.044, atom 5 (C): -0.146

=====

[2]
This record from OMol25 describes a molecular structure, C44H42As2ClF6IrN2O9S2 at a distorted geometry. The level of theory is ωB97M-V with the def2-TZVPD basis set.

Geometry as XYZ:
```
109
C44H42As2ClF6IrN2O9S2 (ωB97M-V with the def2-TZVPD basis set)
Ir -0.52064 -0.68510 0.27347
O 2.11569 0.16766 2.42163
Cl 0.87832 0.87769 2.36783
O 0.81954 1.93962 3.29956
O 0.66103 1.37390 0.98202
O -0.26135 -0.06464 2.56615
F 0.32260 -4.76894 -0.06429
C -0.12724 -3.77403 -0.78992
F -1.17789 -3.20469 -0.17951
F -0.54708 -4.24082 -1.93898
S 1.39567 -2.56016 -1.10976
O 1.41214 -1.09162 -0.76237
O 2.54966 -3.34569 -0.83200
N 1.17725 -2.51053 -2.73711
S 0.18718 -1.38480 -3.14081
O -0.93907 -1.25881 -2.15113
O 0.72294 -0.11236 -3.55360
C -0.64660 -2.06176 -4.63823
F -1.43870 -3.07776 -4.32870
F 0.26595 -2.45819 -5.51487
F -1.38147 -1.08526 -5.17280
C 1.06098 7.31061 -0.20627
C 0.59533 5.95377 -0.64725
C -0.74212 5.72916 -0.96359
C -1.22472 4.47836 -1.32176
C -2.66456 4.38274 -1.76104
C -0.29893 3.41923 -1.33324
As -0.86804 1.61882 -1.63673
N -1.79268 1.01551 -0.12743
C -2.57990 1.44240 0.86475
C -3.16642 0.47063 1.72453
C -3.99734 0.84558 2.74659
C -4.25479 2.20115 2.97346
C -3.66114 3.17587 2.17011
C -2.84529 2.81515 1.12566
C -2.05624 1.57599 -3.11504
C -3.30354 0.92109 -3.14192
C -3.89367 0.08663 -2.03922
C -4.07500 1.07054 -4.28772
C -3.63761 1.77598 -5.39918
C -4.49026 1.90109 -6.62695
C -2.36457 2.33350 -5.36879
C -1.54513 2.23441 -4.25816
C -0.16450 2.83091 -4.35190
C 1.06531 3.61630 -1.09625
C 2.11078 2.54868 -1.26809
C 1.48399 4.89579 -0.74779
H 0.36491 8.09050 -0.50961
H 2.04194 7.54370 -0.61849
H 1.14657 7.34512 0.88139
H -1.43692 6.56140 -0.94505
H -3.24167 5.19035 -1.31235
H -3.15262 3.44290 -1.50558
H -2.73291 4.48508 -2.84656
H -2.97487 -0.58143 1.53091
H -4.44834 0.09353 3.37852
H -4.90708 2.49557 3.78392
H -3.83321 4.22304 2.37715
H -2.33036 3.56669 0.54996
H -3.15436 -0.54110 -1.55127
H -4.65645 -0.56501 -2.46238
H -4.37708 0.70778 -1.28205
H -5.04737 0.59368 -4.31750
H -5.46944 1.45059 -6.48069
H -4.01269 1.41110 -7.47614
H -4.63015 2.94853 -6.89497
H -1.98687 2.84507 -6.24615
H 0.10086 2.94968 -5.40080
H 0.60046 2.19476 -3.90349
H -0.11362 3.81527 -3.88262
H 1.71037 1.55316 -1.47082
H 2.72865 2.46963 -0.37529
H 2.75735 2.81098 -2.10800
H 2.53673 5.06331 -0.55258
O 0.74083 -2.50563 1.20737
As 1.89967 -2.94177 2.38297
C 1.19478 -2.38439 4.05616
C -0.14682 -2.65194 4.31394
C -0.70787 -2.24348 5.51181
C 0.06508 -1.55930 6.44169
C 1.39697 -1.28245 6.17567
C 1.96789 -1.69486 4.97909
C 3.71076 -2.38104 2.16145
C 4.61128 -2.95628 3.05459
C 5.95796 -2.63328 2.96915
C 6.39746 -1.75902 1.98703
C 5.49487 -1.19835 1.09364
C 4.14552 -1.50220 1.17919
C 2.02645 -4.84122 2.40999
C 2.88103 -5.47190 1.50745
C 2.99054 -6.85220 1.51918
C 2.25698 -7.60317 2.42901
C 1.41803 -6.97442 3.33591
C 1.30269 -5.59094 3.33073
H -0.75644 -3.15945 3.57488
H -1.74821 -2.45383 5.71994
H -0.37542 -1.23676 7.37540
H 1.99270 -0.73753 6.89481
H 3.00145 -1.45544 4.76544
H 4.28142 -3.66248 3.80928
H 6.66039 -3.07255 3.66404
H 7.44924 -1.51751 1.91375
H 5.84283 -0.52190 0.32495
H 3.44468 -1.05494 0.49214
H 3.45232 -4.89393 0.79297
H 3.65168 -7.34282 0.81821
H 2.34511 -8.68128 2.43408
H 0.85771 -7.55718 4.05396
H 0.65676 -5.11197 4.05726
```

Computed properties:
Gap between HOMO and LUMO (alpha / beta) ... 8.94 / 5.89 eV
Net charge ... +1
E_LUMO (alpha / beta) ... -2.13 / -5.53 eV
Spin multiplicity ... 6
<S²> ... 8.800
Relative energy (zero: lowest compared OMol25 entry of this formula, charge and spin) ... 1.869 eV
Molecular weight ... 1298.461 g mol⁻¹

Here are the Löwdin charges for atoms 1 to 5, given in e: atom 1 (Ir): 1.352, atom 2 (O): -0.294, atom 3 (Cl): 0.724, atom 4 (O): -0.246, atom 5 (O): -0.426

=====

[3]
This record from OMol25 describes a molecular structure, C24H60CrLiN4O12PS2 at a distorted geometry. The level of theory is ωB97M-V with the def2-TZVPD basis set.

Geometry as XYZ:
```
105
C24H60CrLiN4O12PS2 (ωB97M-V with the def2-TZVPD basis set)
Cr -1.40506 0.61004 -3.67193
Li 0.24398 2.94232 -1.94661
P -0.30999 2.95191 -4.44007
O -1.02679 3.98798 -5.24732
O 0.99277 3.32973 -3.70291
O -0.37245 1.50153 -5.07889
O -1.16411 2.45212 -3.16023
S -3.51785 -0.29463 -5.04301
O -4.73025 -1.02607 -4.67256
O -3.33342 0.93716 -4.17922
O -2.22657 -0.99442 -4.63192
O -3.51510 0.04736 -6.46089
S 0.04026 -0.03429 -1.54999
O -1.45835 0.16601 -1.65161
O 0.72192 1.21689 -1.17272
O 0.37441 -1.18853 -0.71901
O 0.27934 -0.29020 -3.02459
C -1.50369 0.66271 6.81343
C -1.61795 0.32785 5.33377
N -0.36701 0.46863 4.61728
C -0.60241 0.55408 3.17157
C 0.61915 0.99098 2.38708
C 0.64817 -0.51317 4.99068
C 0.37575 -1.97079 4.62796
H -2.47676 0.95086 7.21595
H -0.84447 1.52788 6.93267
H -1.08383 -0.15329 7.40154
H -2.05819 -0.68566 5.24728
H -2.36405 0.95770 4.84739
H -0.96950 -0.40145 2.76033
H -1.41258 1.26180 2.98329
H 0.36115 1.20414 1.34833
H 0.99810 1.91465 2.83917
H 1.42646 0.25833 2.36114
H 0.77598 -0.43579 6.07638
H 1.59232 -0.18784 4.55107
H 1.16221 -2.60599 5.04449
H 0.34529 -2.10883 3.55263
H -0.55336 -2.30507 5.09322
C -2.06954 3.28143 0.09998
C -1.41970 4.56652 -0.39187
N 0.01717 4.46523 -0.59985
C 0.52786 5.54412 -1.44838
C 0.49957 6.94515 -0.82817
C 0.76987 4.25809 0.62895
C 2.23779 3.95555 0.38273
H -3.15093 3.42113 0.13359
H -1.70554 2.98661 1.08774
H -1.85959 2.45161 -0.58292
H -1.87535 4.84392 -1.34505
H -1.68574 5.38780 0.30979
H 1.54028 5.29903 -1.76537
H -0.05298 5.52835 -2.37292
H 0.99270 7.65425 -1.49709
H -0.50730 7.29689 -0.60283
H 1.08164 6.96579 0.10098
H 0.34120 3.39682 1.13285
H 0.66350 5.12821 1.30507
H 2.71024 3.71581 1.34267
H 2.77786 4.81558 -0.01482
H 2.35219 3.07718 -0.25346
C 6.59555 -1.83930 -3.07547
C 5.62089 -2.40813 -2.05494
N 4.23874 -2.12302 -2.37844
C 3.76574 -2.97604 -3.47280
C 2.33758 -2.65597 -3.92010
C 3.39575 -2.23424 -1.19433
C 3.46078 -1.01392 -0.30226
H 6.46898 -0.76455 -3.18429
H 6.50376 -2.31061 -4.05593
H 7.62229 -2.06119 -2.75548
H 5.76206 -3.50142 -1.92647
H 5.82347 -1.92500 -1.09760
H 4.45017 -2.83284 -4.31020
H 3.81937 -4.03206 -3.12757
H 1.60669 -3.15448 -3.28806
H 2.13075 -1.58721 -3.93103
H 2.20170 -3.04193 -4.93411
H 3.68818 -3.15369 -0.63413
H 2.35149 -2.35733 -1.46436
H 3.12158 -0.16471 -0.89734
H 4.46094 -0.79447 0.08603
H 2.76566 -1.14088 0.52787
C -3.08906 -2.77853 -1.83693
C -3.27833 -2.30467 -0.40096
N -3.52118 -3.41798 0.53558
C -4.06107 -2.92781 1.77960
C -4.38957 -4.03414 2.78723
C -2.32900 -4.24097 0.69548
C -1.15622 -3.60085 1.43747
H -2.05608 -3.10123 -1.97491
H -3.27977 -1.95908 -2.52663
H -3.78682 -3.59098 -2.05506
H -2.40727 -1.70306 -0.11573
H -4.15762 -1.65712 -0.35654
H -4.98857 -2.39006 1.56486
H -3.40188 -2.20395 2.29972
H -3.47713 -4.49139 3.17405
H -5.00170 -4.80900 2.32162
H -4.93378 -3.59185 3.62501
H -2.59878 -5.17893 1.19611
H -2.00156 -4.52689 -0.30451
H -0.33050 -4.32067 1.50225
H -0.76636 -2.73156 0.90325
H -1.40858 -3.37802 2.47523
```

Computed properties:
Gap between HOMO and LUMO (alpha / beta) ... 4.44 / 4.73 eV
Net charge ... -3
E_LUMO (alpha / beta) ... 5.14 / 5.14 eV
Spin multiplicity ... 4
<S²> ... 3.774
Molecular weight ... 750.805 g mol⁻¹

Here are the Löwdin charges for atoms 1 to 5, given in e: atom 1 (Cr): 0.847, atom 2 (Li): 0.545, atom 3 (P): 0.028, atom 4 (O): -0.389, atom 5 (O): -0.462

=====

[4]
This record from OMol25 describes a molecular structure, C26H28N3O3S2Te5Tm at a distorted geometry. The level of theory is ωB97M-V with the def2-TZVPD basis set.

Geometry as XYZ:
```
68
C26H28N3O3S2Te5Tm (ωB97M-V with the def2-TZVPD basis set)
Tm 0.00000 0.00000 0.00000
C -0.93100 -3.62110 -0.93080
C -0.11460 -2.38160 -1.21130
N -0.65620 -1.23740 -1.47590
N -2.05520 -1.11350 -1.36640
C -2.68640 -0.12220 -0.77330
S -2.09330 1.21440 0.24020
S -4.47760 -0.10230 -1.01590
C -4.71370 -1.57620 -2.03480
C -5.02300 -2.86640 -1.29920
C -4.57410 -3.13220 0.00320
C -4.84350 -4.35480 0.62170
C -5.55290 -5.34010 -0.05850
C -5.98880 -5.10540 -1.36030
C -5.72260 -3.88010 -1.97600
C 1.38660 -2.53820 -1.27520
C 1.85300 -3.58940 -2.10030
C 3.21060 -3.86050 -2.21900
C 4.11430 -3.07880 -1.51650
C 3.65010 -2.02530 -0.71800
C 2.28430 -1.69200 -0.55790
O 1.95760 -0.70600 0.19280
H -1.65570 -3.42200 -0.14000
H -0.30420 -4.45720 -0.61050
H -1.46060 -3.90980 -1.84540
H -3.89630 -1.73550 -2.74540
H -5.59030 -1.33940 -2.65130
H -3.98300 -2.39540 0.54740
H -4.47550 -4.52870 1.62860
H -5.74750 -6.29290 0.42190
H -6.52300 -5.87860 -1.90290
H -6.04980 -3.71750 -3.00020
H 1.14200 -4.18290 -2.66540
H 3.55840 -4.66430 -2.85440
H 5.18040 -3.26330 -1.58180
H 4.38090 -1.41840 -0.18310
Te 2.30780 0.03630 2.05530
Te 2.48810 1.50170 4.41080
Te 0.05430 2.90710 4.40980
Te -1.12330 2.01760 2.05400
C -0.38650 3.39600 -3.33660
Te -1.12780 1.95280 -1.95280
C -3.05650 2.56550 -2.62500
C -2.86190 3.62830 -3.65730
C -3.96770 4.22390 -4.28160
C -3.77640 5.21760 -5.24640
C -2.48280 5.62000 -5.59110
C -1.37670 5.02980 -4.97210
C -1.56250 4.03250 -4.00350
H 0.24030 2.89270 -4.10240
H 0.19080 4.17330 -2.79320
H -3.63410 2.98360 -1.77390
H -3.58460 1.70290 -3.08310
H -4.97350 3.91860 -4.02100
H -4.63100 5.67600 -5.72700
H -2.33720 6.38950 -6.33830
H -0.37820 5.34800 -5.24550
N 4.02340 0.00770 -2.09860
C 3.04170 0.06430 -3.24810
C 1.60570 -0.07850 -2.69260
O 0.68810 -0.26690 -3.51610
O 1.63740 0.00000 -1.41960
H 4.74820 0.72210 -2.11130
H 4.36930 -0.93970 -1.94060
H 3.37200 0.18640 -1.29120
H 3.30760 -0.73860 -3.93910
H 3.16770 1.04320 -3.71820
H -0.75810 -1.31260 1.31260
```

Computed properties:
Gap between HOMO and LUMO (alpha / beta) ... 3.26 / 3.26 eV
Net charge ... -2
E_LUMO (alpha / beta) ... 3.46 / 3.46 eV
Spin multiplicity ... 3
<S²> ... 2.003
Molecular weight ... 1301.596 g mol⁻¹

Here are the Löwdin charges for atoms 1 to 5, given in e: atom 1 (Tm): 0.404, atom 2 (C): -0.024, atom 3 (C): -0.279, atom 4 (N): -0.149, atom 5 (N): -0.066

=====

[5]
This record from OMol25 describes 2 unconnected molecules or ions with the total composition C33H32N2O5 at a distorted geometry. The level of theory is ωB97M-V with the def2-TZVPD basis set.

Geometry as XYZ:
```
72
C33H32N2O5 (ωB97M-V with the def2-TZVPD basis set)
C -2.35785 0.52369 5.40641
C -2.83932 0.66739 3.98558
O -2.12400 1.66038 3.31105
C -2.45059 1.66146 1.98957
C -1.76731 2.63106 1.15309
C -0.70352 3.42095 1.72525
C 0.02248 4.45010 0.93109
C -0.62522 5.50393 0.29992
C 0.10202 6.44272 -0.39470
C 1.47744 6.35537 -0.45394
C 2.12827 5.33384 0.20385
C 1.40778 4.39429 0.90201
O -0.31164 3.29039 2.87775
C -2.14507 2.73805 -0.25072
O -1.42134 3.28837 -1.06818
O -3.34966 2.20675 -0.61184
C -3.58254 2.33420 -1.98861
C -4.71014 1.42909 -2.41320
O -3.26942 0.86955 1.54154
H -2.92905 -0.22651 5.95364
H -1.30489 0.24297 5.41956
H -2.43640 1.47772 5.92707
H -2.72239 -0.26672 3.41807
H -3.89901 0.95049 3.93168
H -1.70066 5.55680 0.33521
H -0.40991 7.24237 -0.90153
H 2.03860 7.07647 -1.02588
H 3.20223 5.27203 0.17327
H 1.90895 3.61122 1.44655
H -3.80046 3.39142 -2.18063
H -2.64890 2.09295 -2.51280
H -4.97912 1.56992 -3.45958
H -4.42675 0.38753 -2.26278
H -5.58691 1.61963 -1.79412
C 1.81668 -2.39797 -1.82862
N 0.40364 -2.58096 -1.50290
C -0.19823 -2.19075 -0.33652
C -1.54744 -2.55543 -0.35932
C -2.44269 -2.39542 0.72509
C -3.85332 -2.62798 0.69191
C -4.73247 -2.33319 -0.35543
N -5.97389 -2.85034 -0.08400
C -7.12038 -2.80704 -0.99154
C -5.93902 -3.47235 1.17645
C -4.63716 -3.32382 1.69212
C -4.29059 -3.90658 2.91860
C -5.24751 -4.60891 3.61082
C -6.54250 -4.74828 3.10354
C -6.89689 -4.19212 1.89799
C -1.76928 -3.22776 -1.62525
C -0.54409 -3.21719 -2.31913
C -0.44325 -3.79877 -3.58639
C -1.55299 -4.39454 -4.13331
C -2.76027 -4.44035 -3.43130
C -2.87964 -3.87171 -2.18882
H 2.04010 -2.81271 -2.81151
H 2.05632 -1.33459 -1.83061
H 2.43693 -2.90171 -1.08646
H 0.30911 -1.68530 0.46466
H -2.00883 -2.11993 1.67248
H -4.46489 -1.79790 -1.24994
H -7.98230 -3.29858 -0.54637
H -7.37781 -1.77130 -1.20311
H -6.88290 -3.30715 -1.92982
H -3.28313 -3.81999 3.28758
H -4.99127 -5.07469 4.54757
H -7.26766 -5.31545 3.66319
H -7.88669 -4.32271 1.50096
H 0.48617 -3.77614 -4.12359
H -1.50166 -4.83062 -5.11675
H -3.61694 -4.92586 -3.86712
H -3.80852 -3.92110 -1.64930
```

Computed properties:
Gap between HOMO and LUMO ... 3.92 eV
E_LUMO ... -2.41 eV
Molecular weight ... 536.628 g mol⁻¹

Here are the Löwdin charges for atoms 1 to 5, given in e: atom 1 (C): -0.067, atom 2 (C): -0.279, atom 3 (O): -0.008, atom 4 (C): -0.449, atom 5 (C): -0.003

=====

The records above give, respectively, total energy values of -261.77849; -8919.47871; -4262.42051; -4618.91442; -1762.34541 a.u..